Entry 1:
The following is a DFT calculation (ωB97M-V/def2-TZVPD) of a structure of composition C66H70N14.

Last column: Löwdin charge in e.
Geometry (Å):
1 N -0.191 1.428 2.955  -0.01
2 N 4.382 1.017 -2.515  0.04
3 N -4.947 2.429 1.091  0.08
4 N 3.293 4.101 -0.460  0.12
5 N -3.246 3.523 -3.886  0.09
6 N -1.397 -4.157 0.422  0.07
7 N -4.347 -0.486 -0.622  0.00
8 N 2.429 3.074 -3.866  0.06
9 N -0.318 -4.414 -3.220  0.00
10 N 0.139 4.760 0.268  0.16
11 N -1.291 -1.809 4.664  0.06
12 N 1.668 -0.764 -0.094  -0.04
13 N 2.237 -2.126 5.132  0.08
14 N 2.815 -5.529 -2.168  0.08
15 C 2.049 2.078 -0.487  -0.09
16 C -2.564 -4.041 -2.449  -0.01
17 C 1.020 -0.736 -1.266  -0.17
18 C 1.652 2.892 3.612  -0.11
19 C -1.099 -2.231 3.375  -0.15
20 C 3.090 -2.735 4.273  -0.07
21 C 2.477 1.744 -3.627  -0.14
22 C -1.823 3.895 -0.926  -0.06
23 C -3.109 2.857 -2.702  -0.20
24 C 3.286 -0.223 -0.994  -0.07
25 C -2.484 -2.126 0.617  -0.12
26 C -0.557 -3.510 -0.442  -0.16
27 C 4.016 0.952 -1.207  -0.06
28 C 2.729 -2.890 -1.222  -0.15
29 C 3.148 4.082 0.902  -0.08
30 C -1.115 -2.153 -2.840  -0.08
31 C 1.215 -1.589 4.415  -0.19
32 C 2.293 3.211 1.579  -0.16
33 C -2.226 0.248 3.875  -0.03
34 C 3.995 -3.520 -1.332  -0.01
35 C -2.032 -0.222 2.535  -0.10
36 C 0.030 3.728 1.124  -0.18
37 C -3.168 -0.730 -1.220  -0.19
38 C 0.613 0.388 3.276  -0.17
39 C 1.012 -0.182 0.920  -0.09
40 C 3.196 -0.798 -2.271  -0.20
41 C 2.842 3.019 -1.121  -0.19
42 C 3.903 -0.066 -3.150  -0.15
43 C 0.359 2.671 3.092  -0.10
44 C 1.653 -4.900 -1.921  -0.10
45 C -0.233 0.462 0.814  -0.04
46 C -1.489 -4.911 -2.796  -0.11
47 C -2.364 -2.622 -2.509  -0.05
48 C 3.964 -4.846 -1.763  -0.12
49 C 1.722 2.170 0.856  -0.03
50 C -0.224 -0.240 -1.492  -0.15
51 C -0.907 -3.880 1.686  -0.15
52 C -0.793 4.798 -0.742  -0.15
53 C -1.125 2.568 -4.555  -0.02
54 C 2.655 -2.480 2.967  -0.02
55 C 0.482 -2.877 0.253  -0.09
56 C -0.178 -3.082 -3.268  -0.12
57 C -4.616 -1.025 0.539  -0.12
58 C -1.821 -0.585 4.914  -0.10
59 C -2.248 1.841 -2.519  -0.11
60 C 0.595 1.843 -2.170  -0.19
61 C 0.306 -3.133 1.592  -0.05
62 C -3.729 -1.893 1.205  0.03
63 C 2.454 1.778 3.983  0.02
64 C -1.233 1.677 -3.447  -0.05
65 C -1.874 2.837 -0.028  -0.04
66 C -1.366 -1.421 2.291  -0.13
67 C -3.251 1.023 0.891  -0.26
68 C 1.496 3.806 -3.194  -0.09
69 C -2.195 3.416 -4.719  -0.14
70 C 1.950 0.526 3.760  -0.02
71 C -3.105 1.708 2.141  -0.13
72 C -4.426 1.425 0.355  -0.17
73 C 1.592 1.076 -2.772  -0.08
74 C -2.203 -1.470 -0.585  -0.15
75 C 0.536 3.199 -2.369  -0.06
76 C -0.979 2.781 1.026  -0.05
77 C 1.517 -1.720 3.096  -0.36
78 C -0.881 0.339 -0.428  -0.11
79 C 1.571 -3.586 -1.480  -0.15
80 C -4.280 2.497 2.276  -0.02
81 H -2.225 1.582 2.755  0.05
82 H 1.062 -2.881 2.321  0.04
83 H 3.097 2.881 -2.161  0.08
84 H -3.461 -4.521 -2.086  0.11
85 H 2.727 -1.759 -2.426  0.10
86 H -1.778 -2.782 1.104  0.01
87 H -3.959 -2.338 2.162  0.13
88 H -0.184 3.793 -1.825  0.05
89 H 2.597 -1.903 -0.802  0.05
90 H 3.696 4.832 1.453  0.10
91 H 4.895 -5.388 -1.844  0.09
92 H 4.964 1.752 -2.889  0.18
93 H -2.336 1.196 -1.657  0.05
94 H -2.548 0.325 0.461  0.09
95 H -3.868 2.901 -1.935  0.12
96 H -0.779 -3.597 -1.495  0.06
97 H -4.974 1.075 -0.507  0.13
98 H 1.644 1.322 -1.143  0.06
99 H -3.159 -1.946 -2.233  0.08
100 H -2.301 0.433 1.720  -0.01
101 H -2.650 2.090 -0.110  0.05
102 H -1.187 -1.767 1.284  0.07
103 H 0.759 -2.748 -3.689  0.14
104 H -2.938 -0.140 -2.095  0.13
105 H -1.066 1.960 1.722  0.04
106 H 2.207 -2.066 6.140  0.17
107 H -2.131 -0.361 5.924  0.11
108 H 1.118 1.413 1.333  0.07
109 H 2.456 -0.399 3.992  0.09
110 H 0.859 3.625 1.809  0.04
111 H 2.111 3.869 3.659  0.16
112 H -4.521 3.170 3.085  0.11
113 H -2.559 4.054 -1.700  0.08
114 H -1.858 0.725 -0.679  0.05
115 H -0.256 3.485 2.738  0.12
116 H 0.414 -1.035 4.882  0.12
117 H 0.851 -1.418 2.302  0.07
118 H 4.323 1.726 -0.520  0.14
119 H 1.697 0.009 -2.637  0.08
120 H 0.608 -3.116 -1.346  0.03
121 H -2.619 1.248 3.979  0.11
122 H 0.300 -0.634 3.125  0.05
123 H 2.783 -0.548 -0.095  0.00
124 H 3.064 -2.861 2.043  0.13
125 H 1.607 4.879 -3.251  0.12
126 H -1.249 -1.533 -1.087  0.07
127 H -1.529 -5.966 -2.570  0.12
128 H -0.616 -3.192 3.282  0.09
129 H 3.197 1.196 -4.217  0.09
130 H -0.111 1.485 -1.435  0.09
131 H -5.583 -0.753 0.937  0.13
132 H -0.621 -0.191 -2.495  0.07
133 H 3.936 -3.274 4.673  0.11
134 H -2.182 4.076 -5.574  0.10
135 H -0.767 0.823 1.680  0.04
136 H -5.773 2.927 0.789  0.16
137 H -0.309 2.697 -5.250  0.11
138 H -2.308 -4.567 0.279  0.17
139 H -1.487 -4.255 2.517  0.14
140 H 2.245 3.347 2.649  -0.03
141 H 1.501 -0.245 1.881  0.10
142 H -0.523 0.868 -3.356  0.09
143 H 4.870 -2.950 -1.058  0.11
144 H 1.371 -2.374 -0.098  0.08
145 H -0.683 5.672 -1.366  0.13
146 H 0.788 -5.374 -2.360  0.08
147 H -0.927 -1.090 -2.885  0.07
148 H 1.662 -1.209 -1.993  0.08
149 H 3.440 1.903 4.406  0.13
150 H 4.230 -0.316 -4.149  0.15

Properties
- gap between HOMO and LUMO (Eh) = 0.245
- total charge = 0
- HOMO level (eV) = -6.9
- DFT total energy (eV) = -90363.2198



Entry 2:
The following is a DFT calculation (ωB97M-V/def2-TZVPD) of the molecule C6H10N6.

Last column: Löwdin charge in e.
Geometry (Å):
1 N -2.509 -0.624 -0.955  0.12
2 N -2.417 1.123 0.426  0.11
3 N -0.260 -1.450 -0.660  0.19
4 N 0.872 1.862 -0.190  -0.08
5 N 0.291 1.517 -1.438  -0.08
6 N -1.194 0.528 0.319  -0.12
7 C -1.255 -0.512 -0.538  -0.39
8 C 1.928 -2.208 -0.036  -0.03
9 C -0.055 0.917 1.017  -0.18
10 C 0.803 -0.303 1.226  -0.10
11 C 0.699 -1.366 0.140  -0.32
12 C -3.190 0.395 -0.402  -0.19
13 H 1.088 0.959 -1.923  0.12
14 H 2.761 -1.746 -0.600  0.10
15 H 0.579 2.837 0.119  0.09
16 H -0.125 1.633 1.909  0.16
17 H 2.275 -2.482 0.964  0.08
18 H 1.894 -0.059 1.389  0.14
19 H 1.746 -3.124 -0.536  0.06
20 H -4.206 0.539 -0.478  0.07
21 H -0.306 2.286 -1.914  0.13
22 H 0.582 -0.722 2.160  0.10

Properties
- gap between HOMO and LUMO (Eh) = 0.340
- total charge = 0
- HOMO level (eV) = -8.6
- DFT total energy (eV) = -15321.7543



Entry 3:
The following is a DFT calculation (ωB97M-V/def2-TZVPD) of a structure of composition C50H35F2N9STm.

Last column: Löwdin charge in e.
Geometry (Å):
1 Tm 0.420 0.168 -0.696  1.37
2 S 2.634 3.142 0.297  0.72
3 F -0.447 0.893 -2.611  -0.29
4 F -0.293 2.254 -0.806  -0.33
5 N 4.757 0.944 -1.757  0.09
6 N -1.867 -0.290 -0.257  0.03
7 N 2.047 -1.227 0.345  0.02
8 N 0.044 -1.936 -1.645  0.02
9 N 2.343 0.597 -1.858  0.03
10 N 0.188 0.561 1.624  0.03
11 N 3.076 4.243 2.729  0.04
12 N 6.432 1.829 -0.172  0.08
13 N 1.112 4.675 1.885  0.02
14 C -0.888 1.152 2.218  -0.23
15 C 2.540 0.233 2.266  -0.08
16 C 2.884 -0.727 1.302  -0.23
17 C 1.145 5.476 3.098  -0.15
18 C 5.705 1.737 3.708  -0.08
19 C -4.266 1.071 3.168  -0.03
20 C 2.721 -2.226 -0.288  -0.24
21 C -5.221 3.076 4.099  -0.10
22 C -4.499 -2.524 -3.058  -0.04
23 C -1.050 -2.190 -2.413  -0.24
24 C -1.144 2.130 -2.064  -0.05
25 C 2.348 4.863 3.829  -0.15
26 C 3.140 -4.073 -1.885  -0.21
27 C -3.306 -1.874 -3.365  -0.20
28 C -3.251 1.808 2.555  -0.20
29 C 5.594 1.431 -0.875  -0.43
30 C 4.499 -4.992 -3.663  -0.08
31 C 3.668 -3.994 -3.171  -0.03
32 C 3.506 0.304 4.600  -0.04
33 C -2.630 0.474 0.570  -0.24
34 C 4.717 1.347 2.810  -0.07
35 C -3.966 0.602 0.025  0.00
36 C -0.788 -3.328 -3.264  0.00
37 C 4.817 -6.090 -2.874  -0.10
38 C 1.266 0.785 2.431  -0.26
39 C 5.593 1.421 5.056  -0.10
40 C 4.299 -6.180 -1.588  -0.09
41 C -2.296 -1.548 -2.315  -0.07
42 C -3.984 -0.088 -1.134  0.00
43 C 2.240 -3.002 -1.354  -0.06
44 C 2.283 4.038 1.644  -0.86
45 C -5.241 1.697 3.933  -0.09
46 C -5.167 -2.482 -5.372  -0.11
47 C 3.469 -5.179 -1.099  -0.04
48 C -5.423 -2.826 -4.051  -0.09
49 C 0.865 1.594 3.556  -0.02
50 C 4.491 0.698 5.499  -0.09
51 C -0.469 1.797 3.441  0.00
52 C -2.205 1.113 1.741  -0.06
53 C 3.602 0.633 3.245  -0.19
54 C 4.044 -2.358 0.282  0.01
55 C -3.246 3.191 2.725  -0.04
56 C 3.491 0.806 -1.737  -0.40
57 C 0.463 -3.756 -2.974  0.00
58 C -3.058 -1.534 -4.696  -0.02
59 C 4.146 -1.433 1.261  0.01
60 C 0.986 -2.873 -1.958  -0.23
61 C -4.220 3.821 3.490  -0.09
62 C -3.979 -1.835 -5.691  -0.08
63 C -2.670 -0.673 -1.291  -0.25
64 H -1.491 -3.768 -3.955  0.11
65 H -4.201 4.899 3.603  0.10
66 H -4.696 -2.806 -2.030  0.12
67 H 2.651 -0.270 4.942  0.12
68 H -4.278 -0.005 3.038  0.12
69 H 5.467 -6.868 -3.257  0.09
70 H 2.948 5.618 4.333  0.11
71 H -2.475 3.776 2.234  0.12
72 H -5.980 3.567 4.697  0.09
73 H 0.452 4.797 1.137  0.13
74 H 6.364 1.723 5.757  0.09
75 H -6.019 1.105 4.403  0.10
76 H -1.111 2.323 4.131  0.11
77 H 4.542 -7.032 -0.962  0.10
78 H -4.798 -0.172 -1.837  0.11
79 H 4.815 1.608 1.765  0.07
80 H -3.771 -1.557 -6.718  0.10
81 H 6.564 2.285 3.337  0.11
82 H -6.344 -3.337 -3.792  0.10
83 H 4.906 -4.907 -4.664  0.10
84 H 4.798 -3.058 -0.041  0.11
85 H -5.888 -2.716 -6.147  0.09
86 H 0.976 -4.611 -3.388  0.11
87 H 1.515 1.939 4.345  0.09
88 H -0.635 2.885 -2.674  0.02
89 H 4.994 -1.243 1.901  0.11
90 H 1.310 6.534 2.881  0.11
91 H 2.029 4.123 4.567  0.10
92 H 3.431 -3.130 -3.784  0.13
93 H 3.061 -5.247 -0.096  0.12
94 H -4.766 1.183 0.458  0.11
95 H 0.224 5.376 3.670  0.11
96 H 4.398 0.431 6.545  0.10
97 H 3.851 3.617 2.878  0.10
98 H -2.136 -1.017 -4.938  0.13

Properties
- gap between HOMO and LUMO (spin up / spin down) (Eh) = 0.209 / 0.209
- multiplicity = 3
- total charge = -1
- HOMO level (spin up / spin down) (eV) = -4.3 / -4.3
- DFT total energy (eV) = -111634.6352